The following is a DFT calculation (ωB97M-V with the def2-TZVPD basis set) of C19H43HfN2O2P3 as an isolated structure in a non-equilibrium geometry.

Geometry (Å):
Hf -0.23 -0.10 0.14
P 0.29 -0.53 -2.32
P -2.60 -1.29 -0.25
P 1.60 1.80 0.83
H -1.11 -1.81 2.36
C -0.66 -0.89 2.75
C -1.39 0.26 2.90
H -2.47 0.28 2.73
C 0.65 -2.28 -2.72
C -0.84 -0.19 -3.71
C 1.82 0.36 -2.81
C -3.80 -1.43 1.12
C -3.67 -0.44 -1.48
C -2.52 -2.98 -0.92
C 1.30 2.61 2.44
C 1.64 3.27 -0.28
C 3.37 1.40 0.89
H 0.34 -1.01 3.17
H -0.93 1.21 3.19
H 1.71 -2.37 -3.02
H 0.01 -2.61 -3.56
H 0.46 -2.95 -1.87
H -0.28 -0.17 -4.66
H -1.38 0.75 -3.62
H -1.58 -1.00 -3.79
H 2.25 -0.11 -3.71
H 2.58 0.33 -2.01
H 1.62 1.42 -3.04
H -4.55 -2.19 0.83
H -4.29 -0.47 1.29
H -3.28 -1.74 2.03
H -4.53 -1.10 -1.68
H -3.12 -0.25 -2.41
H -4.04 0.51 -1.07
H -3.51 -3.43 -0.76
H -1.76 -3.55 -0.37
H -2.27 -2.97 -1.99
H 2.16 3.24 2.69
H 1.15 1.86 3.23
H 0.40 3.24 2.38
H 2.48 3.90 0.04
H 0.72 3.86 -0.22
H 1.81 2.96 -1.32
H 3.85 2.15 1.53
H 3.82 1.44 -0.11
H 3.59 0.41 1.33
C 2.36 -2.06 1.12
C 2.72 -3.06 0.23
C 3.99 -3.58 0.37
C 4.79 -3.24 1.45
C 4.34 -2.32 2.41
C 3.10 -1.71 2.27
O 1.32 -1.25 0.71
H 1.56 -0.05 0.87
H 1.98 -3.39 -0.51
H 4.36 -4.29 -0.35
H 5.78 -3.69 1.59
H 4.94 -2.11 3.30
H 2.66 -1.02 3.02
C -3.61 2.77 1.30
N -2.96 3.23 0.09
C -1.92 2.67 -0.52
N -1.50 3.23 -1.68
O -1.31 1.62 -0.08
H -3.08 1.94 1.78
H -4.63 2.46 1.10
H -3.64 3.60 2.03
H -3.36 4.02 -0.40
H -0.73 2.81 -2.19
H -1.95 4.04 -2.06

For the frontier orbital gap, the calculation gives 5.581 eV. As for the spin multiplicity: 1. The relative energy (zero: lowest compared OMol25 entry of this formula, charge and spin) is 0.000 eV. For the lowest unoccupied orbital energy, the calculation gives -14.15 eV. As for the net charge: +4. Its HOMO energy is -19.73 eV. The max |F| comes out at 3.50 eV/A.